Entry 1:
{"formula": "C3H9N3O", "method": "ωB97M-V with the def2-TZVPD basis set", "smiles": "NCNCC(N)=O", "de_lowest_kcal_mol": 39.2, "homo_lumo_gap_ev": 9.8, "e_lumo_ev": 0.91, "symbols": ["N", "C", "N", "C", "C", "N", "O", "H", "H", "H", "H", "H", "H", "H", "H", "H"], "xyz": [[-0.97, 0.82, -2.20], [0.18, 0.01, -1.89], [0.03, -0.64, -0.56], [0.35, 0.36, 0.48], [-0.16, -0.24, 1.74], [0.77, -0.83, 2.57], [-1.36, -0.34, 1.90], [-1.82, 0.23, -2.12], [-1.08, 1.76, -1.85], [0.22, -0.78, -2.68], [1.17, 0.54, -1.75], [-0.94, -0.68, -0.21], [1.40, 0.64, 0.67], [-0.17, 1.30, 0.18], [0.70, -1.75, 2.97], [1.66, -0.39, 2.76]]}

Entry 2:
{"formula": "C9H31N2O10", "method": "ωB97M-V with the def2-TZVPD basis set", "de_lowest_kcal_mol": 0.1, "homo_lumo_gap_ev": [8.2, 4.0], "e_lumo_ev": [-0.61, -4.80], "multiplicity": 2, "symbols": ["N", "O", "O", "O", "C", "C", "C", "C", "C", "C", "N", "O", "C", "C", "C", "H", "H", "H", "H", "H", "H", "H", "H", "H", "H", "H", "H", "H", "H", "H", "H", "H", "H", "H", "O", "H", "H", "O", "H", "H", "O", "H", "H", "O", "H", "H", "O", "H", "H", "O", "H", "H"], "xyz": [[-2.31, -1.99, -1.23], [-2.45, -1.03, -1.99], [-1.32, -2.19, -0.58], [-3.24, -2.83, -1.12], [2.61, 3.06, -0.31], [2.96, 2.11, 0.74], [3.24, 2.87, 2.06], [1.96, 3.50, 2.69], [0.98, 2.33, 2.94], [0.70, 1.37, 1.74], [1.92, 1.09, 0.89], [1.71, 0.13, -0.09], [0.17, 0.08, 2.44], [-0.44, 1.91, 0.84], [4.28, 1.44, 0.32], [2.86, 2.55, -1.24], [1.57, 3.38, -0.25], [3.25, 3.93, -0.35], [3.54, 2.08, 2.74], [4.03, 3.62, 1.95], [2.08, 4.26, 3.46], [1.65, 4.31, 2.02], [0.11, 2.91, 3.26], [1.44, 1.80, 3.78], [0.92, -0.47, 3.01], [-0.31, -0.59, 1.72], [-0.50, 0.32, 3.26], [-0.84, 1.09, 0.24], [-0.21, 2.72, 0.15], [-1.31, 2.20, 1.43], [5.02, 2.21, 0.08], [4.67, 0.85, 1.16], [4.27, 0.81, -0.56], [2.26, -0.58, 0.25], [-1.72, -5.07, 0.15], [-1.75, -4.27, 0.67], [-2.27, -4.89, -0.61], [-3.34, -4.71, -3.72], [-3.87, -4.03, -3.30], [-3.19, -5.35, -3.02], [0.77, -2.76, -2.40], [0.18, -2.32, -1.79], [0.24, -3.44, -2.80], [0.07, 0.65, -2.34], [-0.82, 0.30, -2.37], [0.35, 0.53, -1.44], [-6.00, -3.04, 0.11], [-5.12, -2.87, -0.21], [-6.55, -2.39, -0.34], [-4.46, -1.81, -3.92], [-4.10, -1.93, -4.79], [-3.70, -1.84, -3.34]]}

Entry 3:
{"formula": "C3H2AgNaO3", "method": "ωB97M-V with the def2-TZVPD basis set", "de_lowest_kcal_mol": 45.7, "homo_lumo_gap_ev": [5.9, 5.9], "total_charge": 1, "e_lumo_ev": [-4.79, -4.79], "multiplicity": 2, "symbols": ["C", "C", "O", "C", "O", "O", "Ag", "H", "H", "Na"], "xyz": [[-1.19, 0.84, -0.07], [-0.25, -0.12, -0.50], [1.01, 0.24, -0.70], [2.09, -0.52, -0.06], [2.00, -0.57, 1.16], [-2.40, 0.57, 0.09], [4.41, -1.97, 0.87], [-0.68, 1.61, 0.58], [-0.58, -1.11, -0.83], [-4.41, 1.04, -0.54]]}

Entry 4:
{"formula": "C5H14", "method": "ωB97M-V with the def2-TZVPD basis set", "de_lowest_kcal_mol": 12.5, "homo_lumo_gap_ev": [2.7, 11.6], "total_charge": -1, "e_lumo_ev": [4.21, 4.26], "multiplicity": 2, "symbols": ["C", "C", "C", "H", "H", "H", "H", "H", "H", "H", "H", "C", "C", "H", "H", "H", "H", "H", "H"], "xyz": [[0.38, 2.10, -0.30], [0.83, 1.59, -1.65], [-1.06, 1.67, 0.13], [0.40, 3.18, -0.18], [0.99, 1.63, 0.48], [1.22, 0.58, -1.58], [0.00, 1.61, -2.38], [-1.18, 1.27, 1.13], [-1.48, 0.95, -0.56], [1.57, 2.27, -2.09], [-1.69, 2.56, 0.01], [-0.34, -1.73, 0.78], [0.25, -3.13, 0.90], [0.32, -1.08, 0.18], [-1.33, -1.74, 0.32], [-0.33, -1.23, 1.75], [0.41, -3.39, 1.96], [1.32, -3.16, 0.69], [-0.28, -3.95, 0.42]]}

Entry 5:
{"formula": "C5H8", "method": "ωB97M-V with the def2-TZVPD basis set", "smiles": "C=CCC=C", "de_lowest_kcal_mol": 28.7, "homo_lumo_gap_ev": 10.8, "e_lumo_ev": 1.24, "symbols": ["C", "C", "C", "C", "C", "H", "H", "H", "H", "H", "H", "H", "H"], "xyz": [[0.98, -0.28, 1.95], [0.50, 0.71, 1.21], [0.30, 0.61, -0.31], [-0.61, -0.50, -0.73], [-1.26, -0.51, -1.89], [1.03, -0.10, 3.02], [1.27, -1.27, 1.62], [0.39, 1.71, 1.60], [-0.09, 1.59, -0.56], [1.24, 0.52, -0.86], [-0.54, -1.46, -0.24], [-1.85, -1.36, -2.22], [-1.37, 0.32, -2.58]]}

Entry 6:
{"formula": "C7H11N4", "method": "ωB97M-V with the def2-TZVPD basis set", "smiles": "C=CN(C)C(=[NH2+])n1ccnc1", "de_lowest_kcal_mol": 76.1, "homo_lumo_gap_ev": [8.0, 8.0], "total_charge": 1, "e_lumo_ev": [-4.61, -4.61], "symbols": ["C", "C", "N", "C", "C", "N", "N", "C", "C", "N", "C", "H", "H", "H", "H", "H", "H", "H", "H", "H", "H", "H"], "xyz": [[0.61, -2.14, 0.05], [1.36, -1.06, -0.10], [0.96, 0.23, -0.37], [1.60, 1.04, -1.36], [-0.65, 0.72, -0.02], [-1.19, 1.56, -0.85], [-1.20, 0.21, 1.08], [-2.57, 0.02, 1.32], [-2.66, -0.54, 2.55], [-1.41, -0.66, 3.10], [-0.56, -0.25, 2.25], [1.07, -3.08, 0.29], [-0.46, -2.14, -0.04], [2.44, -1.12, -0.02], [1.28, 0.81, -2.38], [1.45, 2.10, -1.15], [2.67, 0.85, -1.30], [-2.10, 1.97, -0.66], [-0.72, 1.81, -1.71], [-3.32, 0.25, 0.59], [-3.53, -0.86, 3.08], [0.50, -0.19, 2.37]]}

Entry 7:
{"formula": "C32H30BrFNO5P2RuS", "method": "ωB97M-V with the def2-TZVPD basis set", "de_lowest_kcal_mol": 66.1, "homo_lumo_gap_ev": [7.1, 7.1], "e_lumo_ev": [0.36, -1.07], "multiplicity": 6, "symbols": ["Ru", "O", "S", "O", "O", "O", "O", "C", "C", "C", "N", "C", "Br", "C", "H", "H", "H", "H", "C", "C", "P", "C", "C", "C", "C", "C", "C", "C", "C", "C", "C", "C", "C", "C", "P", "C", "C", "C", "C", "C", "C", "C", "C", "C", "C", "C", "C", "H", "H", "H", "H", "H", "H", "H", "H", "H", "H", "H", "H", "H", "H", "H", "H", "H", "H", "H", "H", "H", "H", "H", "H", "H", "H", "F"], "xyz": [[0.10, -0.14, -0.73], [-0.34, 2.50, 2.27], [-0.85, 1.28, 1.75], [-2.00, 0.88, 2.79], [0.11, 0.17, 1.76], [-1.51, 1.37, 0.45], [6.13, 2.55, 0.39], [5.03, 1.88, 0.02], [5.05, 0.54, -0.36], [3.86, -0.06, -0.72], [2.69, 0.56, -0.73], [2.69, 1.85, -0.42], [1.01, 2.73, -0.62], [3.81, 2.56, -0.03], [6.91, 1.97, 0.36], [5.98, -0.02, -0.38], [3.85, -1.09, -1.04], [3.75, 3.60, 0.21], [-1.46, -3.71, -0.70], [-2.38, -2.91, 0.22], [-2.15, -1.08, -0.07], [-3.03, -0.78, -1.63], [-3.79, -1.73, -2.31], [-4.26, -1.47, -3.58], [-3.97, -0.26, -4.19], [-3.25, 0.71, -3.51], [-2.77, 0.45, -2.24], [-3.27, -0.52, 1.24], [-2.66, -0.39, 2.60], [-3.68, -0.48, 3.68], [-5.00, -0.36, 3.43], [-5.49, -0.20, 2.11], [-4.61, -0.33, 1.03], [-0.08, -3.95, -0.07], [0.93, -2.38, 0.08], [1.55, -2.44, 1.79], [2.77, -1.84, 2.10], [3.19, -1.74, 3.41], [2.38, -2.20, 4.44], [1.14, -2.75, 4.14], [0.73, -2.85, 2.83], [2.27, -2.90, -1.04], [3.40, -3.62, -0.66], [4.32, -3.99, -1.62], [4.12, -3.69, -2.95], [2.97, -3.00, -3.33], [2.05, -2.60, -2.38], [-1.32, -3.17, -1.65], [-1.91, -4.69, -0.92], [-2.15, -3.11, 1.27], [-3.43, -3.16, 0.07], [-4.00, -2.69, -1.86], [-4.84, -2.21, -4.10], [-4.30, -0.08, -5.20], [-3.03, 1.65, -3.98], [-2.20, 1.20, -1.70], [-1.86, -1.15, 2.72], [-3.29, -0.55, 4.69], [-5.71, -0.39, 4.24], [-6.54, -0.07, 1.92], [-5.01, -0.34, 0.03], [0.50, -4.63, -0.70], [-0.19, -4.41, 0.91], [3.39, -1.44, 1.31], [4.14, -1.29, 3.64], [2.71, -2.12, 5.47], [0.50, -3.09, 4.94], [-0.26, -3.26, 2.63], [3.55, -3.87, 0.38], [5.21, -4.53, -1.32], [4.84, -3.99, -3.70], [2.81, -2.75, -4.37], [1.17, -2.04, -2.66], [0.31, 0.16, -2.80]]}

Entry 8:
{"formula": "C5H8N2", "method": "ωB97M-V with the def2-TZVPD basis set", "smiles": "Cc1c[nH]c(N)c1", "de_lowest_kcal_mol": 43.8, "homo_lumo_gap_ev": 8.3, "e_lumo_ev": 0.93, "symbols": ["C", "C", "C", "N", "C", "N", "C", "H", "H", "H", "H", "H", "H", "H", "H"], "xyz": [[1.28, 1.92, 0.28], [0.72, 0.56, -0.06], [1.25, -0.41, -0.88], [0.10, -1.64, -0.70], [-0.88, -1.07, 0.03], [-2.15, -1.56, 0.33], [-0.50, 0.17, 0.49], [0.73, 2.69, -0.28], [1.13, 2.13, 1.34], [2.35, 2.04, 0.05], [2.35, -0.54, -0.80], [-0.23, -2.51, -1.17], [-2.79, -0.80, 0.52], [-2.59, -2.30, -0.19], [-1.09, 0.75, 1.18]]}

Entry 9:
{"formula": "C25H45N2OP3ScSe", "method": "ωB97M-V with the def2-TZVPD basis set", "de_lowest_kcal_mol": 37.2, "homo_lumo_gap_ev": [5.2, 5.2], "total_charge": 3, "e_lumo_ev": [-10.81, -10.81], "symbols": ["Sc", "P", "P", "P", "H", "C", "C", "H", "C", "C", "C", "C", "C", "C", "C", "C", "C", "H", "H", "H", "H", "H", "H", "H", "H", "H", "H", "H", "H", "H", "H", "H", "H", "H", "H", "H", "H", "H", "H", "H", "H", "H", "H", "H", "H", "H", "C", "C", "C", "C", "C", "C", "O", "H", "H", "H", "H", "H", "H", "C", "N", "C", "Se", "N", "C", "C", "C", "C", "C", "C", "H", "H", "H", "H", "H", "H", "H", "H"], "xyz": [[-0.29, 0.09, -0.89], [1.46, 1.28, 0.76], [-1.46, 2.35, -1.50], [1.79, -0.32, -2.39], [-1.75, -4.24, -0.90], [-0.82, -4.89, -1.03], [0.22, -4.85, -0.17], [0.22, -4.18, 0.69], [0.69, 1.87, 2.33], [2.20, 2.84, 0.12], [2.81, 0.23, 1.43], [-3.21, 2.26, -1.94], [-1.48, 3.52, -0.01], [-0.50, 3.28, -2.78], [2.25, -2.03, -1.97], [3.39, 0.58, -2.40], [1.31, -0.48, -4.14], [-0.88, -5.52, -1.99], [1.16, -5.36, -0.35], [0.63, 1.04, 3.04], [-0.32, 2.26, 2.16], [1.32, 2.67, 2.75], [1.42, 3.49, -0.31], [2.94, 2.63, -0.65], [2.67, 3.37, 0.96], [2.39, -0.46, 2.17], [3.56, 0.86, 1.93], [3.30, -0.36, 0.64], [-3.37, 2.28, -3.02], [-3.77, 3.08, -1.49], [-3.63, 1.33, -1.56], [-2.32, 4.23, -0.12], [-0.55, 4.11, 0.11], [-1.64, 2.94, 0.92], [-1.17, 3.85, -3.44], [0.10, 2.57, -3.40], [0.20, 3.99, -2.32], [2.81, -2.43, -2.82], [1.37, -2.66, -1.78], [2.87, -2.01, -1.07], [3.99, 0.16, -3.22], [3.90, 0.44, -1.44], [3.21, 1.66, -2.57], [2.16, -0.87, -4.70], [1.01, 0.52, -4.51], [0.44, -1.15, -4.25], [-1.89, -1.32, -3.22], [-2.85, -0.67, -4.00], [-3.04, -1.18, -5.29], [-2.53, -2.47, -5.67], [-1.71, -3.13, -4.74], [-1.48, -2.62, -3.48], [-1.21, -0.68, -2.27], [-1.24, 0.96, -2.14], [-3.21, 0.28, -3.57], [-3.63, -0.56, -5.96], [-2.65, -2.85, -6.68], [-1.30, -4.07, -5.02], [-0.88, -3.18, -2.73], [0.08, -2.40, 2.98], [-0.86, -1.34, 3.34], [-1.78, -0.81, 2.48], [-1.96, -1.34, 0.66], [-2.52, 0.06, 3.25], [-2.08, 0.10, 4.57], [-2.68, 0.63, 5.74], [-2.17, 0.19, 6.99], [-1.12, -0.74, 7.05], [-0.51, -1.24, 5.88], [-1.03, -0.80, 4.65], [-0.46, -3.28, 2.59], [0.62, -2.63, 3.91], [0.78, -2.07, 2.19], [-3.21, 0.71, 2.81], [-3.49, 1.34, 5.65], [-2.59, 0.60, 7.91], [-0.76, -1.05, 8.04], [0.35, -1.91, 5.90]]}

Entry 10:
{"formula": "C8H5BrClF3", "method": "ωB97M-V with the def2-TZVPD basis set", "de_lowest_kcal_mol": 101.2, "homo_lumo_gap_ev": [4.3, 4.3], "e_lumo_ev": [-2.34, -2.46], "symbols": ["C", "C", "C", "C", "C", "C", "C", "C", "F", "F", "F", "Cl", "Br", "H", "H", "H", "H", "H"], "xyz": [[1.82, -1.09, -0.54], [1.12, -1.19, 0.66], [1.78, 0.10, -1.26], [0.36, -0.20, 1.20], [1.04, 1.13, -0.72], [0.15, 0.95, 0.40], [-0.73, 1.99, 0.68], [-2.12, -0.88, -0.50], [-0.71, 3.12, 0.03], [-2.17, -1.76, -1.48], [-3.19, 0.01, -0.58], [-2.08, 1.73, 1.70], [-2.21, -1.86, 1.17], [2.37, -2.03, -0.90], [1.17, -2.14, 1.17], [2.48, 0.28, -2.12], [-0.30, -0.30, 2.16], [1.23, 2.13, -1.08]]}

Entry 11:
{"formula": "C12H27BN2O5", "method": "ωB97M-V with the def2-TZVPD basis set", "smiles": "CCN(CCO)CC[C@](N)(CCCCB(O)O)C(=O)O", "homo_lumo_gap_ev": 9.0, "e_lumo_ev": 0.58, "symbols": ["C", "C", "N", "C", "C", "O", "C", "C", "C", "N", "C", "C", "C", "C", "B", "O", "O", "C", "O", "O", "H", "H", "H", "H", "H", "H", "H", "H", "H", "H", "H", "H", "H", "H", "H", "H", "H", "H", "H", "H", "H", "H", "H", "H", "H", "H", "H"], "xyz": [[-2.01, 2.92, 1.76], [-0.52, 3.12, 1.93], [0.12, 2.65, 0.66], [0.28, 3.60, -0.46], [-1.01, 4.13, -1.15], [-1.94, 3.08, -1.36], [1.30, 1.80, 1.01], [0.91, 0.43, 1.56], [0.56, -0.61, 0.48], [0.08, -1.82, 1.20], [1.80, -1.02, -0.39], [1.49, -1.67, -1.74], [0.38, -2.78, -1.71], [0.85, -4.14, -1.25], [-0.33, -5.02, -0.64], [-0.82, -4.67, 0.60], [-0.91, -6.04, -1.40], [-0.55, -0.10, -0.42], [-0.33, 0.70, -1.30], [-1.79, -0.51, -0.11], [-2.64, 3.34, 2.55], [-2.40, 3.27, 0.80], [-2.28, 1.86, 1.82], [-0.17, 2.55, 2.77], [-0.19, 4.15, 2.18], [0.87, 3.08, -1.21], [0.91, 4.43, -0.12], [-0.81, 4.51, -2.15], [-1.47, 4.91, -0.55], [-1.47, 2.22, -1.30], [1.93, 1.70, 0.12], [1.97, 2.33, 1.70], [1.73, -0.02, 2.16], [0.07, 0.55, 2.26], [0.81, -2.02, 1.92], [-0.75, -1.52, 1.73], [2.45, -0.15, -0.55], [2.42, -1.72, 0.23], [1.17, -0.90, -2.45], [2.39, -2.13, -2.16], [-0.45, -2.49, -1.08], [-0.03, -2.82, -2.69], [1.32, -4.73, -2.04], [1.56, -4.07, -0.40], [-0.48, -3.78, 0.85], [-1.62, -6.46, -0.87], [-2.39, -0.11, -0.76]]}

Entry 12:
{"formula": "C5H10O2", "method": "ωB97M-V with the def2-TZVPD basis set", "smiles": "C/C=C/C=C/O.O", "de_lowest_kcal_mol": 61.6, "homo_lumo_gap_ev": 8.9, "e_lumo_ev": 0.74, "symbols": ["C", "C", "C", "C", "C", "O", "H", "H", "H", "H", "H", "H", "H", "H", "O", "H", "H"], "xyz": [[-1.72, 0.07, 0.60], [-0.27, 0.18, 0.23], [0.12, -0.23, -1.00], [1.35, 0.31, -1.61], [1.90, -0.32, -2.66], [2.99, 0.23, -3.31], [-2.26, 0.93, 0.19], [-1.84, -0.01, 1.68], [-2.23, -0.78, 0.16], [0.35, 0.96, 0.65], [-0.45, -0.84, -1.69], [1.83, 1.17, -1.16], [1.52, -1.25, -3.06], [2.99, -0.20, -4.16], [-1.67, 0.03, 5.38], [-1.76, -0.66, 4.72], [-0.86, 0.44, 5.03]]}